ORCA calculation (ωB97M-V with the def2-TZVPD basis set) on 3 unconnected molecules or ions with the total composition C27H41N2O8S at a distorted geometry.

DFT total energy: -58837.4668 eV
Gap between HOMO and LUMO: 7.80 eV
Relative energy (zero: lowest compared OMol25 entry of this formula, charge and spin): 861.8 kJ/mol
Total charge: +1

```
79
C27H41N2O8S, DFT ωB97M-V with the def2-TZVPD basis set
C 2.88789 -1.30659 0.41412
C 2.74925 0.08633 1.32855
C 1.60368 -0.09897 2.48742
C 0.15573 0.59243 2.15351
C -0.38359 0.38158 0.62055
C -1.82382 -0.43454 0.51386
S -3.27749 0.66200 0.02328
C -2.83107 1.86195 -1.34967
C -3.33662 3.36971 -0.83771
C -2.38555 4.01245 0.33492
C -3.17403 4.90967 1.45632
O -2.85652 6.23279 1.52597
O -4.18402 4.44154 2.41559
C -4.32741 2.97976 2.42249
C -5.15754 2.39512 3.74522
O -4.47870 -0.46033 -0.54479
C -5.26308 -0.74990 0.70095
C -6.58698 -1.68216 0.43536
C -6.17013 -3.28911 0.40056
O -7.48791 -1.46663 1.61325
H 2.06581 -2.07451 0.81209
H 3.96565 -1.76248 0.43475
H 2.55183 -1.02451 -0.69412
H 3.80576 0.24658 1.84924
H 2.46246 1.00259 0.62608
H 2.02202 0.46211 3.45472
H 1.43344 -1.22146 2.82195
H -0.61943 0.25047 2.98675
H 0.30038 1.76389 2.33246
H 0.36429 -0.21651 -0.08278
H -0.44583 1.47186 0.13885
H -1.71002 -1.39701 -0.15753
H -2.07818 -0.82968 1.61046
H -3.36614 1.60434 -2.38526
H -1.68853 1.94149 -1.58933
H -3.24538 4.09359 -1.78132
H -4.47384 3.33982 -0.56394
H -1.62618 4.74507 -0.22365
H -1.68691 3.16250 0.79798
H -3.32677 2.37568 2.38643
H -4.97928 2.64894 1.47918
H -6.25729 2.80399 3.81535
H -5.26722 1.21512 3.60145
H -4.56869 2.53729 4.75252
H -5.54826 0.29682 1.18114
H -4.49161 -1.24773 1.45664
H -7.14796 -1.32989 -0.54732
H -6.11542 -3.69551 -0.71524
H -6.94533 -3.87908 1.06663
H -5.11829 -3.36741 0.90919
H -7.90128 -0.55170 1.51926
C 6.75528 2.90073 -2.53407
C 6.71450 2.87377 -1.13916
C 5.50574 3.07614 -0.47033
C 4.33771 3.30113 -1.21185
C 4.37715 3.33636 -2.61209
C 5.59239 3.13544 -3.26974
N 3.05946 3.48922 -0.51531
O 3.06909 3.47004 0.72455
O 2.04370 3.65215 -1.20649
H 7.69912 2.73680 -3.05126
H 7.62531 2.69174 -0.57274
H 5.49062 3.05204 0.61712
H 3.47915 3.51488 -3.19986
H 5.63283 3.15789 -4.35652
C 2.75061 -7.23503 -2.24336
C 4.13436 -7.39943 -2.32292
C 4.97983 -6.29894 -2.16963
C 4.42643 -5.03333 -1.93139
C 3.03735 -4.86413 -1.85871
C 2.20185 -5.97171 -2.01645
N 5.31076 -3.87690 -1.74402
O 6.53326 -4.06407 -1.83443
O 4.78489 -2.78100 -1.50215
H 2.09562 -8.09705 -2.35792
H 4.55446 -8.38694 -2.50150
H 6.05604 -6.44366 -2.23427
H 2.59427 -3.88677 -1.67925
H 1.12232 -5.85119 -1.95869
```

=====

ORCA calculation (ωB97M-V with the def2-TZVPD basis set) on a molecular structure, C27H41NP2Pt at a distorted geometry.

DFT total energy: -51968.4363 eV
Gap between HOMO and LUMO (alpha / beta): 6.66 / 5.48 eV
Relative energy (zero: lowest compared OMol25 entry of this formula, charge and spin): 174.8 kJ/mol
Spin multiplicity: 3
Total charge: 0

```
72
C27H41NP2Pt, DFT ωB97M-V with the def2-TZVPD basis set
P -0.12789 -2.25786 -3.42647
P 0.40812 1.18146 -3.20301
C -0.26978 -1.11600 -4.90520
C 0.55786 0.18207 -4.79590
H -1.33595 -0.90651 -5.07727
H 0.12355 -1.73210 -5.73846
H 1.63185 -0.00460 -4.95805
H 0.19092 0.92450 -5.53338
C -1.27156 1.73577 -3.60230
H -1.58394 2.47125 -2.86497
H -2.00890 0.93065 -3.68900
H -1.13811 2.20502 -4.57262
C 1.42221 2.52839 -3.73268
H 0.94060 2.87668 -4.64479
H 2.43681 2.18181 -3.93195
H 1.40331 3.29053 -2.95914
C -1.04891 -3.66133 -4.01350
H -0.95669 -4.45588 -3.27969
H -0.61913 -3.98075 -4.95839
H -2.09805 -3.41540 -4.15406
C 1.58045 -2.73986 -3.82979
H 2.28152 -1.89616 -3.86090
H 1.52132 -3.18685 -4.81595
H 1.90709 -3.48893 -3.10886
Pt 0.76383 -0.00658 1.91012
C 0.87669 1.16206 -0.78032
C -0.45121 0.82965 -0.69054
C -1.31416 -0.14849 -1.35240
C -1.68586 -1.59000 -0.87047
C -0.59332 -2.57491 -0.92043
C 0.76902 -2.29917 -0.94400
C 1.49875 -1.12278 -1.44659
C 2.05233 0.22526 -0.81012
C 0.73587 -1.93013 2.56259
H 1.08094 2.22065 -0.68487
H -1.05462 1.62175 -0.29083
H -1.00834 -0.33190 -2.39547
H -2.28376 0.32892 -1.51512
H -2.13038 -1.49911 0.13875
H -2.53327 -1.91853 -1.53311
H -0.79460 -3.46137 -0.28890
H 1.37377 -2.88365 -0.24784
H 0.81475 -0.72042 -2.20188
H 2.34015 -1.59101 -1.98410
H 2.62398 0.08590 0.12775
H 2.84749 0.58918 -1.51484
H 1.53187 -1.82478 3.32701
H 0.99229 -2.68653 1.78873
H -0.25314 -2.15532 3.02045
C -0.14619 4.93040 3.81279
C 0.06870 4.44491 2.52238
C 0.01206 3.07892 2.26054
C -0.24590 2.24364 3.37106
C -0.51791 2.70835 4.65841
C -0.43780 4.06987 4.89435
N -0.20950 0.86686 3.33674
C -0.42873 0.03350 4.48672
C 0.63771 -0.14905 5.39579
C 0.38245 -0.81989 6.57779
C -0.90001 -1.31826 6.82769
C -1.93270 -1.20990 5.88783
C -1.69891 -0.56802 4.67345
H -0.10605 6.01158 4.02566
H 0.26393 5.14501 1.70994
H 0.14935 2.65034 1.28370
H -0.73841 1.98584 5.43087
H -0.61744 4.39911 5.89967
H 1.59839 0.30248 5.13579
H 1.18775 -0.91401 7.30968
H -1.09756 -1.81773 7.77180
H -2.93035 -1.59970 6.09391
H -2.43863 -0.45882 3.88620
```

=====

ORCA calculation (ωB97M-V with the def2-TZVPD basis set) on a molecular structure, C27H42AuFN2Si4Te.

DFT total energy: -76874.6521 eV
Gap between HOMO and LUMO: 5.29 eV
Relative energy (zero: lowest compared OMol25 entry of this formula, charge and spin): 124.4 kJ/mol
Total charge: 0

```
78
C27H42AuFN2Si4Te, DFT ωB97M-V with the def2-TZVPD basis set
Au 0.90023 1.70658 1.23833
C -2.28980 0.45180 -2.84403
Si -2.98972 -1.07596 -2.00524
C -4.54855 -0.58518 -1.08152
C -3.43707 -2.33334 -3.33138
Si -1.43812 -1.96436 -0.50239
Te -1.07554 -0.28693 1.29690
Si -2.33656 -3.76498 0.69281
C -1.00394 -4.48603 1.80313
C -2.96604 -5.13167 -0.44068
C -3.77834 -3.21944 1.76265
Si 0.58488 -2.57046 -1.50302
C 0.32064 -4.13530 -2.51589
C 1.18746 -1.21231 -2.65218
C 1.90712 -2.88686 -0.21534
H -3.05901 0.94625 -3.44346
H -1.45762 0.19960 -3.50316
H -1.92163 1.16444 -2.10209
H -5.21067 -0.00014 -1.72537
H -4.30170 0.01442 -0.20262
H -5.09925 -1.46427 -0.74057
H -4.20745 -1.93413 -3.99666
H -3.81545 -3.25934 -2.89470
H -2.56738 -2.58680 -3.94219
H -0.26982 -5.04938 1.22262
H -1.44434 -5.16523 2.53803
H -0.47583 -3.69545 2.34040
H -2.18555 -5.50101 -1.10861
H -3.79340 -4.78031 -1.06112
H -3.32935 -5.97545 0.15222
H -3.46647 -2.45550 2.47698
H -4.17398 -4.07561 2.31590
H -4.58759 -2.80100 1.16155
H -0.48029 -4.00759 -3.24767
H 0.05307 -4.97869 -1.87560
H 1.23180 -4.40270 -3.05800
H 0.51608 -1.08212 -3.50345
H 2.18018 -1.45778 -3.04080
H 1.25456 -0.25693 -2.12425
H 1.65580 -3.73695 0.42141
H 2.03442 -2.01339 0.42808
H 2.86336 -3.09568 -0.70305
F -1.64589 6.85582 3.94808
C -1.18734 6.02743 2.99141
C -2.02626 5.04491 2.50289
C -1.53724 4.18960 1.53092
C -0.22920 4.31768 1.05844
C 0.28872 3.36071 0.07905
C 0.58282 5.33426 1.56698
C 0.10855 6.19984 2.53565
H -3.03174 4.95500 2.88996
H -2.15874 3.38665 1.15112
H 1.16333 3.66127 -0.48311
H -0.45168 2.82741 -0.50909
H 1.59562 5.43821 1.19591
H 0.71561 6.99879 2.93876
N 0.70964 2.84226 5.40653
C -0.34055 1.95686 5.49007
C -0.60959 1.57984 4.21454
N 0.25214 2.23165 3.35795
C 1.03425 2.97542 4.10831
H 1.15362 3.31484 6.17401
H -0.77735 1.66981 6.42894
H -1.35695 0.89936 3.84487
H 1.82099 3.61772 3.75048
C 2.44552 1.48755 0.05061
C 3.42023 1.37845 -0.65614
C 4.59224 1.18121 -1.46125
C 4.49839 0.53973 -2.69809
C 5.63065 0.33881 -3.47015
C 6.87011 0.77328 -3.02046
C 6.97112 1.41538 -1.79370
C 5.84151 1.61995 -1.01863
H 3.52927 0.20149 -3.04184
H 5.54604 -0.16186 -4.42608
H 7.75442 0.60967 -3.62247
H 7.93512 1.75675 -1.43899
H 5.91353 2.11946 -0.06152
```

=====

- Which value of DFT total energy does entry 1 give?
  -58837.4668 eV

=====

- Which of these has the highest relative energy (zero: lowest compared OMol25 entry of this formula, charge and spin)?
  C27H41N2O8S